This record from the OMol25 dataset describes 9 unconnected molecules or ions with the total composition C24H69N3O15 in a non-equilibrium geometry. The level of theory is ωB97M-V/def2-TZVPD.

- Total charge: 0
- Relative energy (zero: lowest compared OMol25 entry of this formula, charge and spin): 0.720 eV
- LUMO level: 0.4 eV
- 2S+1: 1
- HOMO: -8.79 eV
- SMILES: COC[C@H](C)N.COC[C@H](C)N.COC[C@H](C)N.OCCO.OCCO.OCCO.OCCO.OCCO.OCCO
- Calculated total energy: -61184.6946 eV
- Kohn-Sham gap: 9.15 eV

```
111
Properties=species:S:1:pos:R:3:forces:R:3:lowdin_charge:R:1
C -3.4346 -0.2355 -2.0717 -0.564 1.887 -0.260 -0.244
C -4.4971 -1.2770 -2.2750 0.340 -0.882 0.891 -0.229
O -4.3338 -2.3442 -1.3251 -0.199 0.307 -0.316 -0.074
O -3.3613 0.2623 -0.7263 0.302 -0.766 -0.285 -0.081
H -3.7405 0.6732 -2.6185 0.140 -0.428 -0.683 0.122
H -2.4494 -0.5328 -2.4233 -0.042 -0.407 0.096 0.098
H -4.3747 -1.7426 -3.2518 -0.117 0.170 -0.108 0.121
H -5.4993 -0.8506 -2.1845 0.002 0.067 -0.061 0.117
H -4.3641 -1.9175 -0.4617 0.142 -0.068 0.120 0.073
H -2.4349 0.5447 -0.6974 0.025 -0.043 0.640 0.045
C 2.9571 -1.9377 -4.8756 -0.568 0.290 -0.214 -0.240
C 3.2220 -1.0902 -3.6536 0.186 0.037 0.278 -0.251
O 3.2368 -1.8939 -2.4776 -0.021 -0.009 -0.226 -0.067
O 2.9464 -1.0701 -6.0107 0.256 -0.191 0.176 -0.065
H 1.9775 -2.4201 -4.7860 0.057 -0.075 0.129 0.112
H 3.7186 -2.7251 -4.9444 0.077 0.095 -0.155 0.124
H 2.4438 -0.3447 -3.4944 -0.115 -0.083 -0.163 0.090
H 4.1599 -0.5389 -3.7850 0.055 -0.079 0.021 0.125
H 3.8294 -2.6358 -2.6405 0.078 0.045 0.156 0.083
H 2.7513 -1.5967 -6.7897 -0.012 0.000 -0.062 0.087
C 1.0609 -5.2906 -1.6730 0.363 0.366 -0.892 -0.243
C 0.2456 -4.6008 -2.7599 -0.704 0.027 0.798 -0.234
O -0.8223 -5.4041 -3.2674 0.435 -0.087 -0.183 -0.060
O 0.4004 -5.3445 -0.4268 -0.179 -0.142 -0.036 -0.062
H 1.9629 -4.6904 -1.5387 -0.018 -0.034 0.279 0.116
H 1.3720 -6.2745 -2.0421 -0.083 -0.107 0.198 0.123
H 0.8793 -4.2987 -3.5899 -0.033 -0.196 -0.151 0.106
H -0.1921 -3.6994 -2.3089 0.184 0.114 -0.118 0.110
H -1.3414 -5.7386 -2.5297 -0.091 0.147 -0.049 0.075
H -0.4115 -5.8518 -0.5265 0.053 -0.108 0.102 0.086
C -1.1269 -5.4110 4.5618 -0.113 -0.393 0.375 -0.233
C -2.0425 -4.3133 4.0859 0.029 -0.316 -1.354 -0.218
O -2.0415 -4.3162 2.6430 0.105 0.048 0.285 -0.092
O -1.6602 -6.6746 4.1246 0.234 0.217 0.009 -0.076
H -1.0269 -5.4391 5.6503 0.065 0.267 -0.001 0.120
H -0.1386 -5.3065 4.1180 0.011 -0.003 -0.050 0.124
H -1.7059 -3.3139 4.3497 -0.177 -0.014 0.437 0.117
H -3.0672 -4.5504 4.3864 0.021 0.413 0.493 0.118
H -2.0717 -5.2455 2.3854 -0.073 -0.012 -0.049 0.073
H -2.3194 -6.9271 4.7773 -0.076 -0.138 -0.115 0.086
C 4.9964 2.8771 -2.2213 -0.975 0.910 -0.002 -0.246
C 3.5447 2.4648 -2.0193 0.705 -0.871 0.950 -0.268
O 2.6316 3.1965 -2.7864 -0.248 0.067 -0.206 -0.057
O 5.4837 2.6739 -3.5256 0.409 -0.543 -0.221 -0.056
H 5.6289 2.3615 -1.5023 0.141 -0.126 -0.137 0.121
H 4.9962 3.9543 -1.9899 0.320 -0.090 0.049 0.122
H 3.3515 2.6375 -0.9545 -0.300 0.246 -0.145 0.124
H 3.4282 1.3734 -2.1259 -0.008 0.124 -0.358 0.102
H 2.8228 3.0421 -3.7234 0.020 0.062 0.116 0.033
H 4.7975 2.8626 -4.1729 -0.099 0.202 0.133 0.043
C 1.8728 3.3478 -6.0562 -0.665 -0.576 -0.797 -0.215
C 1.1280 1.9984 -6.0471 1.122 0.473 1.277 -0.254
O -0.2243 2.1755 -6.3584 -0.243 -0.321 -0.822 -0.043
O 3.1969 3.2252 -5.5690 0.230 0.096 0.374 -0.085
H 1.3015 4.0555 -5.4560 0.354 0.157 0.198 0.127
H 1.8927 3.7081 -7.0882 -0.090 0.194 0.078 0.127
H 1.2397 1.5497 -5.0486 0.029 0.085 -0.016 0.105
H 1.6830 1.3222 -6.7008 -0.733 -0.131 -0.406 0.116
H -0.6888 2.5479 -5.6053 0.117 0.007 0.103 0.089
H 3.7868 2.9243 -6.2653 -0.115 -0.064 -0.093 0.112
C -0.5011 -0.3440 1.7302 0.629 0.356 0.133 -0.042
C -0.3042 -1.3404 0.6076 -1.262 -0.849 -0.125 -0.430
C 0.4052 -0.7877 -0.6193 -0.006 -0.362 0.625 -0.184
O -0.4315 0.2081 -1.1697 -0.455 0.383 -0.527 -0.233
C -0.1043 0.5642 -2.5227 0.282 -0.663 1.392 -0.076
N 0.2698 -2.6264 1.0600 -0.143 0.833 0.027 0.067
H 0.4153 -0.1335 2.2948 0.124 -0.085 -0.235 0.063
H -1.2283 -0.6824 2.4698 -0.157 -0.070 -0.188 0.083
H -0.8348 0.5960 1.2893 -0.142 0.039 0.203 0.060
H -1.3309 -1.5590 0.2646 0.042 0.231 -0.175 0.133
H 0.5263 -1.5945 -1.3523 0.246 -0.003 0.058 0.109
H 1.3874 -0.4074 -0.3078 0.054 0.136 -0.391 0.138
H -0.9217 1.1741 -2.8973 0.225 0.338 -0.012 0.086
H -0.0478 -0.3467 -3.1323 0.154 0.094 -0.078 0.092
H 0.8653 1.0610 -2.4379 -0.102 0.317 -0.788 0.075
H -0.0204 -3.3211 0.3784 0.350 -0.194 0.052 0.037
H -0.2874 -2.8656 1.8773 0.220 -0.245 0.055 0.043
C -2.4610 3.3899 0.5919 0.212 0.220 0.626 -0.069
C -2.4026 4.8204 1.1098 -0.200 0.033 0.451 -0.433
C -3.3298 5.7594 0.3481 0.540 -0.315 -0.230 -0.233
O -3.1561 7.0768 0.8225 -0.536 -0.051 0.212 -0.192
C -4.1778 7.9473 0.3746 0.461 0.363 -0.117 -0.111
N -2.7044 4.8354 2.5726 -0.260 0.914 -0.685 0.037
H -3.4630 2.9684 0.6881 -0.055 0.033 -0.348 0.081
H -1.8311 2.8050 1.2640 0.072 -0.103 -0.167 0.067
H -2.0599 3.3225 -0.4185 -0.241 -0.140 -0.100 0.077
H -1.3823 5.1916 0.9752 -0.007 0.008 0.152 0.140
H -4.3646 5.4191 0.4960 -0.055 0.091 -0.122 0.126
H -3.0685 5.7208 -0.7203 -0.267 -0.040 -0.032 0.130
H -5.1859 7.5452 0.5090 0.061 -0.176 0.066 0.085
H -4.0296 8.2015 -0.6825 -0.119 -0.098 -0.012 0.087
H -4.0878 8.8684 0.9490 -0.021 -0.024 0.024 0.086
H -3.7251 4.7963 2.6466 0.101 -0.524 0.050 0.069
H -2.5739 5.8166 2.8323 0.338 -0.218 0.219 0.063
C 1.7629 -1.4560 5.0769 0.883 0.197 0.089 -0.059
C 1.2139 -0.2350 5.7810 -1.353 0.087 -0.556 -0.453
C 1.4148 -0.2910 7.2901 -0.169 -0.025 -0.541 -0.209
O 0.3837 -1.1077 7.8146 0.085 0.150 0.007 -0.196
C 0.4551 -1.2493 9.2125 -0.239 -0.153 -0.032 -0.120
N 1.6951 1.0289 5.1914 0.378 -0.499 0.543 0.039
H 1.5840 -1.4550 4.0010 -0.151 0.041 0.014 0.058
H 1.3660 -2.3761 5.5026 -0.101 0.033 0.047 0.076
H 2.8501 -1.4549 5.2236 -0.036 -0.173 -0.117 0.084
H 0.1199 -0.2559 5.6479 0.003 -0.194 0.176 0.133
H 1.3170 0.7278 7.6841 0.263 -0.060 0.224 0.124
H 2.3924 -0.7350 7.5129 0.099 0.283 0.219 0.130
H -0.4857 -1.7091 9.5142 0.102 -0.089 0.111 0.086
H 0.5389 -0.2873 9.7304 0.081 0.052 -0.099 0.086
H 1.2921 -1.8923 9.5052 0.023 0.038 0.060 0.087
H 1.0760 1.7583 5.5251 0.117 0.185 -0.181 0.069
H 1.5941 0.9764 4.1853 -0.010 0.086 -0.014 0.053
```
Forces are in eV/Å.